Record 1
# C19H39O9PbS4

A structure of composition C19H39O9PbS4 in a non-equilibrium geometry (wB97M-V/def2-TZVPD, OMol25).

Structure (XYZ):
```
72
Properties=species:S:1:pos:R:3:forces:R:3
Pb 3.69799 -1.39275 -0.03514 -3.36 0.04 1.74
C 0.32148 0.63151 2.57121 1.29 0.49 0.64
C 1.11201 0.36970 1.31139 0.34 0.64 -2.46
C 1.74164 1.64175 0.67744 -0.65 -0.34 1.31
O 2.09093 -0.61802 1.44436 1.54 -1.25 -0.69
H -0.07131 -0.31019 2.94586 -0.41 0.18 -0.01
H -0.40691 1.43287 2.44769 -0.39 -0.40 -0.27
H 0.99535 1.04071 3.33255 0.09 -0.25 0.11
H 0.34994 0.11718 0.54864 0.05 -0.79 0.05
H 0.89724 2.20766 0.27927 0.35 0.65 0.18
H 2.45807 1.48170 -0.13278 -0.12 -0.45 -0.08
H 2.28622 2.11169 1.49955 -0.07 0.64 -0.30
C 0.56848 -1.19632 -4.40124 -0.26 -0.20 0.15
C -0.18492 0.04234 -3.92278 0.96 0.99 -0.06
C -0.16607 0.05383 -2.39484 -1.76 -1.52 0.42
S -0.00965 -1.69351 -1.92498 -1.09 0.70 0.84
O -1.16615 -2.13014 -1.17549 0.37 0.01 -0.10
O 1.27930 -1.91444 -1.26680 0.64 0.04 -0.68
C -0.11721 -2.29969 -3.58521 0.92 -0.66 0.12
H 1.62810 -1.14288 -4.14692 0.06 -0.11 -0.21
H 0.42351 -1.36680 -5.46539 0.23 0.02 -0.02
H -1.16971 -0.04235 -4.38074 -0.29 0.28 0.60
H 0.20923 1.02952 -4.17163 0.22 -0.29 -0.79
H -1.19865 0.22768 -2.08468 0.22 0.49 0.50
H 0.54182 0.61853 -1.79489 0.15 0.29 -0.50
H -1.18087 -2.41534 -3.79055 -0.01 0.18 -0.04
H 0.33224 -3.29358 -3.56884 0.15 0.06 -0.28
C 2.28983 4.95788 -0.81306 1.82 0.46 0.93
C 2.00870 4.10976 -2.01143 -1.09 0.09 -0.77
C 2.81621 4.72351 -3.16969 0.10 -0.99 -0.21
S 3.03106 6.50401 -2.82059 -0.77 -1.10 0.90
O 2.32956 7.31725 -3.77377 0.31 -0.01 0.02
O 4.42133 6.69033 -2.48454 -0.17 0.24 -0.32
C 2.11672 6.41916 -1.20960 0.22 -0.70 -1.85
H 3.36319 4.82735 -0.63027 -0.09 -0.06 0.74
H 1.69321 4.71829 0.06467 0.13 -0.12 0.04
H 0.91629 4.12480 -2.10501 0.02 0.11 -0.81
H 2.25622 3.05094 -1.93059 0.24 0.07 0.36
H 2.46059 4.44602 -4.16126 -0.45 0.70 -0.03
H 3.79950 4.24886 -3.15207 0.24 0.46 0.25
H 1.06143 6.52202 -1.46276 0.03 0.91 0.23
H 2.63216 7.18660 -0.64137 -0.54 -0.04 0.48
C -5.18460 -2.03440 1.57465 1.78 0.68 0.70
C -3.65583 -1.82450 1.23412 0.16 -0.65 -1.91
C -3.20848 -0.38873 1.47289 0.03 0.20 1.09
S -4.69171 0.59871 1.20557 0.40 -0.88 2.22
O -5.05208 0.65777 -0.18224 0.09 -0.08 -0.08
O -4.66120 1.77238 2.04135 0.10 0.22 -0.60
C -5.65805 -0.66319 2.06208 -1.88 -0.34 -1.46
H -5.21909 -2.73738 2.40446 -0.36 -0.10 -0.11
H -5.70398 -2.43963 0.71306 -0.16 0.18 0.05
H -3.52466 -2.03089 0.16831 -0.05 0.01 -0.02
H -3.02324 -2.58344 1.69439 0.05 0.30 0.42
H -2.32378 0.05557 1.01855 -0.11 -0.48 -0.67
H -3.00849 -0.28244 2.54396 -0.25 0.32 0.06
H -6.66216 -0.47233 1.67219 -0.15 0.02 0.33
H -5.69682 -0.60777 3.14547 0.45 0.56 -0.04
C 0.00813 -3.21157 3.10988 1.04 -1.53 1.29
C 0.81734 -4.33479 3.82443 -0.31 -1.00 -1.01
C 2.14270 -4.50221 3.09988 0.40 1.00 -1.12
S 1.70600 -4.41164 1.34080 -1.05 0.22 1.87
O 1.47676 -5.74274 0.85252 0.22 0.40 -0.58
O 2.65692 -3.50894 0.67024 0.67 0.00 -0.44
C 0.12094 -3.52685 1.61994 1.19 1.23 -0.09
H 0.51368 -2.35242 3.55066 -0.31 0.79 -1.16
H -1.04057 -3.21262 3.40015 0.06 0.01 0.17
H 0.30658 -5.27152 3.57972 -0.21 -0.17 0.98
H 1.03321 -4.16550 4.87560 -0.51 -0.18 0.10
H 2.67591 -5.43934 3.23666 -0.04 0.03 0.21
H 2.79429 -3.63096 3.19932 0.15 -0.14 0.42
H -0.65095 -4.18276 1.22927 -0.15 0.24 -0.06
H 0.25509 -2.56328 1.12841 -0.40 -0.32 -0.72
```
Positions in Å, forces in eV/Å.

Results
Total charge: +1
F_max: 0.074 hartree/bohr
Lowest unoccupied orbital energy: -4.85 eV
Kohn-Sham gap: 7.272 eV
Highest occupied orbital energy: -12.121 eV



Record 2
# C19H40BBr2ClN2O6

A cluster of 3 separate species, C19H40BBr2ClN2O6 in total in a non-equilibrium geometry (wB97M-V/def2-TZVPD, OMol25).

Structure (XYZ):
```
71
Properties=species:S:1:pos:R:3:forces:R:3
C 2.87678 2.64093 3.12517 -0.20 0.03 -0.17
C 2.18592 1.38666 2.58770 0.13 0.40 0.05
C 1.56806 1.59081 1.20014 0.01 0.26 0.08
Cl -0.10158 2.24158 1.42544 -0.02 0.13 0.04
C 1.50794 0.29197 0.38704 0.26 -0.20 0.03
O 0.43883 0.25674 -0.53095 -0.21 -0.22 -0.02
C -0.57550 -0.62857 -0.06232 0.18 -0.19 -0.09
C -1.86933 -0.68943 -0.86976 -0.26 -0.06 0.03
N -2.85199 -1.45459 -0.06021 0.19 -0.10 -0.21
B -2.57132 0.67540 -1.35383 0.25 -0.02 -0.06
O -3.95802 0.61526 -1.53151 0.28 0.44 0.14
N -1.84223 1.85386 -1.69221 -0.93 -0.62 -0.45
C -0.98651 1.62836 -2.86171 0.65 0.40 0.21
C -2.61830 3.07883 -1.78052 0.23 0.21 -0.05
C 2.81622 -0.08699 -0.38780 -0.20 -0.09 0.12
Br 4.47579 0.62903 0.34918 0.06 0.00 0.15
C 2.79037 0.16714 -1.88046 0.32 -0.09 -0.17
C 3.96073 -0.47906 -2.62907 -0.32 -0.17 0.00
Br 2.77889 2.07896 -2.25269 -0.19 0.19 -0.12
H 2.13972 3.40371 3.38644 0.03 -0.01 0.01
H 3.53622 3.07464 2.37010 0.08 -0.08 0.06
H 3.46616 2.40615 4.01127 -0.02 0.02 0.00
H 1.38786 1.11578 3.27925 0.01 -0.25 -0.06
H 2.90434 0.57050 2.56900 -0.06 -0.11 -0.03
H 2.07533 2.37565 0.63832 0.06 -0.13 0.03
H 1.34697 -0.51947 1.10534 0.16 0.06 0.13
H -0.82825 -0.37926 0.97186 -0.05 0.16 0.01
H -0.14797 -1.64366 -0.04670 -0.02 -0.03 0.11
H -1.69732 -1.31218 -1.75641 0.04 0.16 -0.14
H -2.50197 -2.39022 0.10610 0.00 -0.11 0.03
H -2.93702 -1.03092 0.85576 -0.09 0.07 0.07
H -4.48427 0.86439 -0.77941 -0.46 -0.11 0.31
H -1.50044 1.97204 -3.76234 -0.01 -0.10 -0.01
H -0.03216 2.15010 -2.79340 0.00 0.08 0.11
H -0.77782 0.56990 -2.99308 0.06 0.04 0.00
H -3.38389 3.11080 -1.00673 0.01 -0.03 0.04
H -1.96534 3.94051 -1.62395 0.03 0.03 -0.05
H -3.11516 3.19727 -2.75097 0.00 -0.03 -0.02
H 2.94972 -1.16166 -0.25566 -0.03 0.02 -0.11
H 1.85087 -0.21505 -2.26422 -0.12 0.15 0.03
H 3.60769 -0.87203 -3.58304 0.06 0.14 -0.05
H 4.76085 0.22904 -2.81403 0.12 -0.04 0.08
H 4.35022 -1.31986 -2.05391 0.08 0.00 0.01
C -4.39058 -1.66002 -3.80208 0.18 -0.06 0.01
C -4.11646 -0.41937 -4.62323 -0.24 -0.05 0.00
O -2.72223 -0.09946 -4.65565 -0.05 0.01 -0.11
C -1.85165 -0.60926 -5.55106 -0.07 -0.07 0.34
C -2.29401 -1.70897 -6.48653 -0.07 0.16 -0.12
O -0.72261 -0.20402 -5.51285 0.18 -0.09 -0.24
H -3.92475 -2.54444 -4.24000 -0.03 -0.01 -0.07
H -5.46444 -1.83648 -3.73662 -0.01 0.01 0.01
H -3.99904 -1.52679 -2.79339 -0.11 -0.01 0.00
H -4.51635 -0.49339 -5.63582 0.03 -0.02 0.00
H -4.57653 0.44792 -4.15336 0.02 -0.02 0.04
H -2.07475 -2.66562 -6.01303 -0.01 -0.02 0.02
H -1.70405 -1.63242 -7.39535 0.07 -0.03 0.03
H -3.34910 -1.68188 -6.74497 0.01 -0.03 0.05
C 0.95217 -0.07020 7.27734 0.08 0.00 0.00
C 0.90944 -0.66908 5.88762 -0.07 0.02 0.07
O 2.18547 -0.63521 5.24293 -0.05 0.02 -0.09
C 3.12255 -1.59245 5.40860 -0.04 0.00 0.10
C 2.94837 -2.62483 6.49880 -0.10 -0.08 -0.11
O 4.09301 -1.56060 4.70713 0.12 -0.02 -0.05
H 1.59814 -0.64278 7.94290 -0.02 -0.02 0.00
H -0.04909 -0.04868 7.70796 -0.02 0.00 -0.01
H 1.33307 0.94958 7.23225 -0.02 0.01 0.00
H 0.50860 -1.68375 5.88956 0.01 0.00 0.01
H 0.26801 -0.07284 5.23987 0.00 0.01 -0.01
H 3.44979 -2.25995 7.39489 0.00 0.01 0.02
H 3.44324 -3.53659 6.17722 0.07 0.02 0.01
H 1.91469 -2.85147 6.74569 0.01 0.04 0.03
```
Positions in Å, forces in eV/Å.

Results
Structure (SMILES): CC[C@H](Cl)[C@@H](OC[C@@H](N)B(O)N(C)C)[C@H](Br)[C@H](C)Br.CCOC(C)=O.CCOC(C)=O
Total charge: 0
F_max: 0.023 hartree/bohr
Lowest unoccupied orbital energy: 0.39 eV
Kohn-Sham gap: 8.773 eV
Highest occupied orbital energy: -8.381 eV



Record 3
# C19H40Br12N3O10P

A structure of composition C19H40Br12N3O10P in a non-equilibrium geometry (wB97M-V/def2-TZVPD, OMol25).

Structure (XYZ):
```
85
Properties=species:S:1:pos:R:3:forces:R:3
C -2.40739 -5.76328 4.44823 -0.62 0.74 -0.08
Br -3.48208 -5.30819 6.10257 0.98 -0.42 -1.68
Br -0.73489 -4.77056 4.36137 -0.23 -0.10 0.35
Br -3.35931 -5.39076 2.72062 0.34 -0.43 1.37
H -2.10807 -6.81077 4.48371 -0.45 0.24 0.02
C 5.43025 3.62438 1.52020 -0.98 -0.61 0.40
Br 4.37242 4.78239 2.77681 0.83 -1.06 -1.02
Br 4.30615 2.96686 -0.00060 0.62 0.85 0.80
Br 6.16863 1.99146 2.41300 -0.38 1.38 -0.45
H 6.21086 4.24560 1.08107 -0.07 -0.34 0.27
C 6.53582 -2.16111 2.15247 0.37 0.21 -0.06
Br 6.14015 -1.31914 0.33737 0.55 -0.76 1.78
Br 5.09915 -1.84234 3.48379 0.88 0.27 -0.70
Br 8.39167 -1.76026 2.85658 -1.89 -0.10 -0.72
H 6.49418 -3.24427 2.03784 0.20 0.40 -0.33
C -1.44495 4.17394 1.53726 -0.76 0.94 0.53
Br -1.87690 3.69672 3.46407 0.40 0.20 -1.76
Br 0.00754 5.51687 1.52211 -0.75 -0.80 -0.08
Br -3.08960 4.86115 0.61430 1.20 -0.36 0.87
H -1.11133 3.31381 0.95676 -0.16 0.05 0.42
O -0.68955 0.30465 2.10364 0.90 -1.63 -1.33
P 0.61655 -0.37969 1.88818 1.10 2.63 2.46
N 0.60854 -2.13691 1.66593 0.81 0.43 0.16
C -0.29378 -2.81887 0.73433 -0.63 0.98 0.09
C 1.72943 -2.93069 2.13849 0.15 0.32 0.58
N 1.70730 0.07079 3.17795 0.01 -2.00 -0.92
C 1.59925 -0.61844 4.52095 -0.70 1.20 -1.25
C 2.21599 1.48867 3.27287 -1.07 -1.41 -0.10
N 1.48631 0.16013 0.52565 0.54 -0.05 0.34
C 0.90972 1.26584 -0.24350 -0.27 -0.40 -0.76
C 2.95503 -0.09291 0.33574 -0.77 -0.06 0.57
H -0.44215 -3.89526 0.82073 0.76 -0.03 0.79
H 0.14470 -2.64145 -0.24770 -0.56 0.09 -0.34
H -1.28296 -2.39868 0.91615 -0.03 0.28 -0.70
H 2.01613 -3.75102 1.48050 -0.22 0.20 -0.24
H 1.39265 -3.35937 3.08237 0.06 -0.37 0.12
H 2.58460 -2.30209 2.38677 0.00 -0.02 -0.20
H 2.32481 -0.21365 5.22652 0.55 -0.34 -0.43
H 0.65888 -0.30596 4.97499 -0.36 -0.54 0.03
H 1.67414 -1.69216 4.34885 -0.01 0.19 0.60
H 1.44031 2.02083 3.82351 0.24 0.59 -0.14
H 3.15112 1.46527 3.83241 -0.01 0.03 -0.10
H 2.38697 1.89765 2.27708 -0.10 0.16 0.17
H 0.97199 2.23575 0.24996 0.03 -0.06 0.45
H 1.45177 1.37772 -1.18252 -0.06 -0.21 -0.02
H -0.13481 1.04378 -0.46203 -0.06 0.22 0.02
H 3.17269 -1.15903 0.39992 -0.06 0.06 0.02
H 3.51891 0.43719 1.10329 -0.02 -0.21 0.20
H 3.33306 0.30516 -0.60593 -0.55 -0.19 -0.15
C -2.14152 5.14522 -3.69115 0.76 -0.16 1.13
O -2.83989 3.84587 -3.62602 -0.91 1.47 -0.75
C -2.57543 2.95342 -2.71466 3.47 -2.27 0.76
O -1.72534 3.06414 -1.80639 -2.42 -0.50 -1.71
O -3.13669 1.72812 -3.13426 -0.57 3.78 -0.71
C -2.74378 0.49646 -2.65874 1.16 -0.43 1.45
H -2.41934 5.78177 -4.53124 -0.47 -1.06 -0.38
H -1.06799 4.95690 -3.70449 -0.07 -0.18 -0.22
H -2.29177 5.80333 -2.83534 -0.44 -0.60 0.44
H -1.72189 0.24424 -2.94199 0.21 0.10 -0.42
H -3.40806 -0.26622 -3.06511 -0.14 0.26 0.29
H -2.71021 0.55588 -1.57088 -0.38 -0.64 0.10
C -3.84283 1.28554 0.65818 -0.09 0.80 0.39
O -5.05232 0.61291 0.28701 -0.45 -0.23 -0.15
C -6.18703 1.34372 0.04173 1.19 0.74 0.51
O -6.33955 2.49268 0.40782 -0.17 -1.47 -0.83
O -7.01317 0.54460 -0.65796 0.18 0.95 -0.49
C -8.12011 1.18126 -1.34000 -1.06 -0.18 0.09
H -3.05601 0.58979 0.94962 -0.38 -0.56 -0.43
H -3.92319 1.92019 1.54071 -0.61 0.14 -0.05
H -3.50034 1.91177 -0.16563 -0.01 0.00 0.03
H -8.98011 1.18704 -0.67033 0.13 0.33 0.12
H -8.45160 0.59951 -2.20010 0.60 -0.66 0.22
H -7.97137 2.16667 -1.78154 0.69 0.14 0.71
C 2.29606 -3.84125 -7.25610 0.40 0.45 -0.02
O 1.40228 -3.58030 -6.12266 0.09 -0.78 -1.62
C 1.72189 -2.68244 -5.19550 1.60 -0.75 -1.98
O 2.70748 -2.00144 -5.21751 0.27 0.59 0.55
O 0.78781 -2.74388 -4.29922 -1.10 -0.21 1.80
C 0.97225 -2.06067 -3.06285 -0.51 0.54 -0.33
H 3.09130 -4.53890 -6.99349 -0.18 0.03 0.40
H 2.77781 -2.96021 -7.68010 -0.14 0.38 0.64
H 1.77203 -4.26118 -8.11469 -0.71 -0.14 0.64
H 1.38109 -1.06747 -3.24863 -0.07 0.03 0.09
H 1.60516 -2.57237 -2.33781 0.20 -0.37 -0.33
H -0.04548 -2.01444 -2.67530 0.14 0.26 0.19
```
Positions in Å, forces in eV/Å.

Results
Total charge: +1
F_max: 0.082 hartree/bohr
Multiplicity: 2
Lowest unoccupied orbital energy (spin up / spin down): -3.28 / -7.01 eV
Kohn-Sham gap (spin up / spin down): 8.595 / 4.861 eV
Highest occupied orbital energy (spin up / spin down): -11.873 / -11.873 eV
<S²>: 0.761